[1]
{
  "formula": "C21H45BClNO3",
  "method": "wB97M-V/def2-TZVPD",
  "symbols": ["C", "O", "C", "C", "C", "C", "C", "C", "C", "C", "B", "O", "C", "C", "C", "Cl", "O", "H", "H", "H", "H", "H", "H", "H", "H", "H", "H", "H", "H", "H", "H", "H", "H", "H", "H", "H", "H", "H", "H", "H", "H", "H", "C", "C", "C", "N", "C", "C", "C", "C", "C", "C", "H", "H", "H", "H", "H", "H", "H", "H", "H", "H", "H", "H", "H", "H", "H", "H", "H", "H", "H", "H"],
  "positions_angstrom": [[-4.64118, -2.06478, -0.18862], [-4.58525, -0.66316, 0.02451], [-3.57545, -0.20595, 0.92309], [-3.89515, 1.27337, 1.20786], [-2.87323, 2.40543, 0.97646], [-1.38723, 2.34462, 1.36113], [-0.98929, 2.41828, 2.84056], [-1.20555, 1.12834, 3.66808], [0.06673, 0.24378, 3.64460], [0.20058, -0.70620, 2.43736], [1.68785, -1.05834, 1.90451], [2.19326, -2.35979, 2.44918], [3.57536, -2.19386, 2.63366], [4.34895, -2.30091, 1.29180], [3.66206, -0.78165, 3.13939], [3.17102, -0.71699, 4.95807], [2.77374, -0.06933, 2.40007], [-3.79747, -2.59398, 0.26896], [-4.64000, -2.25245, -1.26741], [-5.57398, -2.46749, 0.21579], [-3.58204, -0.77825, 1.86034], [-2.59412, -0.37806, 0.46244], [-4.26560, 1.33574, 2.23731], [-4.74960, 1.51935, 0.56980], [-2.88999, 2.62802, -0.10142], [-3.30644, 3.28973, 1.46372], [-0.93349, 3.20668, 0.85172], [-0.90406, 1.45597, 0.93940], [-1.45191, 3.30405, 3.29842], [0.09364, 2.60055, 2.85937], [-2.04774, 0.55062, 3.26262], [-1.48673, 1.38921, 4.69384], [0.93709, 0.90816, 3.63687], [0.12987, -0.34536, 4.56652], [-0.29467, -0.24466, 1.57896], [-0.35963, -1.62825, 2.65025], [1.72291, -1.02413, 0.62625], [3.98443, -2.91353, 3.34926], [5.29987, -2.82430, 1.42970], [3.73859, -2.85674, 0.57703], [4.54792, -1.31809, 0.84979], [4.65292, -0.32432, 3.19329], [2.13432, 2.21922, -4.47080], [2.85612, 1.36544, -3.42917], [2.27304, 0.01208, -3.05596], [0.92350, -0.04177, -2.38147], [0.77486, -1.46043, -1.86133], [-0.59715, -1.76124, -1.31204], [-1.67179, -1.47832, -2.35103], [-1.57219, -0.02875, -2.80113], [-0.18805, 0.27611, -3.35618], [0.89658, 0.90764, -1.23976], [1.30482, 2.78903, -4.05190], [2.83232, 2.94531, -4.88491], [1.75377, 1.61896, -5.29884], [3.04761, 1.94947, -2.52730], [3.84510, 1.10724, -3.81519], [2.95059, -0.46422, -2.34711], [2.19279, -0.63670, -3.92888], [1.00849, -2.10772, -2.70883], [1.54599, -1.58563, -1.10132], [-0.59930, -2.80228, -0.99317], [-0.78367, -1.18417, -0.40540], [-2.64804, -1.68789, -1.92143], [-1.55201, -2.14151, -3.21499], [-1.79221, 0.63605, -1.96270], [-2.30181, 0.20905, -3.57629], [-0.08559, 1.32803, -3.60582], [0.01727, -0.31821, -4.24778], [0.96931, 1.92407, -1.61937], [1.73561, 0.68792, -0.58276], [-0.02725, 0.79190, -0.69167]],
  "forces_ev_per_a": [[0.00, 0.16, 0.00], [0.00, -0.23, 0.02], [0.00, 0.29, -0.18], [0.04, -0.04, 0.52], [-0.02, 0.06, -0.34], [0.04, -0.15, 0.08], [0.03, -0.09, -0.02], [0.14, -0.10, -0.38], [-0.01, -0.04, 0.08], [-0.26, 0.20, -0.10], [0.59, -0.31, 0.51], [-0.01, 0.22, -0.38], [0.00, -0.40, -0.40], [0.09, -0.02, 0.12], [-0.22, 1.06, 0.15], [0.15, -0.18, 0.03], [-0.03, -0.30, -0.18], [-0.05, 0.08, -0.04], [0.02, -0.05, 0.09], [0.08, 0.00, 0.09], [-0.07, -0.04, -0.16], [0.09, 0.22, 0.05], [0.07, 0.00, -0.10], [0.03, -0.09, 0.12], [-0.01, -0.01, 0.11], [0.08, -0.04, -0.13], [0.02, -0.10, 0.06], [-0.22, 0.11, 0.00], [-0.10, -0.22, -0.03], [-0.19, 0.17, 0.03], [0.00, 0.09, 0.06], [0.17, 0.00, -0.07], [-0.07, -0.09, 0.24], [0.05, 0.11, -0.13], [-0.34, 0.06, -0.04], [0.09, 0.00, -0.15], [0.13, -0.06, 0.58], [-0.28, -0.02, -0.03], [-0.05, 0.09, -0.07], [0.04, -0.10, 0.11], [-0.03, -0.09, 0.12], [-0.09, -0.08, -0.23], [0.06, -0.02, 0.00], [-0.01, 0.07, 0.04], [-0.03, -0.07, 0.05], [-0.12, -0.03, -0.06], [0.25, -0.13, -0.15], [-0.02, 0.09, -0.06], [-0.09, -0.12, 0.06], [0.11, 0.00, 0.08], [0.09, 0.00, 0.10], [0.21, 0.27, 0.06], [-0.01, -0.03, 0.02], [-0.01, 0.02, -0.02], [0.01, -0.01, -0.01], [0.00, -0.01, -0.01], [0.01, 0.03, -0.01], [0.01, -0.03, 0.00], [-0.01, 0.03, -0.04], [-0.09, 0.00, -0.09], [-0.08, 0.02, 0.05], [0.02, -0.09, -0.04], [0.09, 0.01, 0.06], [-0.09, 0.10, -0.07], [0.03, -0.01, 0.02], [-0.04, 0.03, 0.02], [0.03, -0.03, -0.04], [-0.03, -0.04, -0.05], [-0.05, -0.04, -0.01], [-0.06, 0.01, -0.06], [-0.08, -0.05, 0.10], [0.00, -0.04, 0.06]],
  "homo_energy_ev": -7.344,
  "orbital_gap_ha": 0.267,
  "total_energy_ev": -43337.93954,
  "spin_multiplicity": 1
}



[2]
{
  "formula": "C21H45N2NdOP3S",
  "method": "wB97M-V/def2-TZVPD",
  "symbols": ["Nd", "P", "P", "P", "H", "C", "C", "H", "C", "C", "C", "C", "C", "C", "C", "C", "C", "H", "H", "H", "H", "H", "H", "H", "H", "H", "H", "H", "H", "H", "H", "H", "H", "H", "H", "H", "H", "H", "H", "H", "H", "H", "H", "H", "H", "H", "C", "C", "C", "C", "C", "C", "O", "H", "H", "H", "H", "H", "H", "S", "C", "N", "C", "C", "C", "N", "H", "H", "H", "H", "H", "H", "H", "H"],
  "positions_angstrom": [[0.07787, -0.41764, 0.39864], [-0.15663, 2.50318, 0.36344], [-2.69865, -0.15749, -0.03792], [2.61332, 0.27810, -0.67443], [-1.17202, -0.69618, -2.55147], [-0.18100, -1.00747, -2.19321], [0.00255, -2.15906, -1.45846], [-0.84145, -2.79577, -1.14994], [-0.42494, 3.50621, -1.14679], [-1.49342, 3.10373, 1.46902], [1.26980, 3.35823, 1.13964], [-3.35515, -1.75981, -0.63666], [-3.60660, 0.09808, 1.53250], [-3.38973, 1.04223, -1.22148], [3.35318, -1.22062, -1.42623], [3.77216, 0.65291, 0.69433], [2.85871, 1.57131, -1.94118], [0.63806, -0.54263, -2.75962], [0.99441, -2.62087, -1.33193], [-0.49331, 4.57227, -0.88294], [-1.35217, 3.18366, -1.63797], [0.40690, 3.35143, -1.84639], [-1.39991, 4.19398, 1.57211], [-1.38762, 2.62984, 2.45286], [-2.47998, 2.85383, 1.06311], [1.00530, 4.41407, 1.29188], [2.16140, 3.28732, 0.50680], [1.48662, 2.89073, 2.10813], [-4.45040, -1.72114, -0.69053], [-3.05002, -2.57089, 0.03939], [-2.94385, -1.98282, -1.62823], [-4.65201, 0.35532, 1.32114], [-3.13944, 0.90289, 2.11482], [-3.57161, -0.81538, 2.14236], [-4.45717, 0.84232, -1.38830], [-2.85551, 0.95005, -2.17796], [-3.25657, 2.07051, -0.86006], [4.39382, -1.03385, -1.71787], [2.76699, -1.52003, -2.30268], [3.31752, -2.04454, -0.70018], [4.78750, 0.80843, 0.30901], [3.77073, -0.19270, 1.39609], [3.43549, 1.53932, 1.24578], [3.88842, 1.56970, -2.32557], [2.62535, 2.56665, -1.53950], [2.17423, 1.38889, -2.78267], [2.52306, 5.06867, -5.05572], [2.13804, 5.66934, -6.27444], [2.12730, 4.88710, -7.43210], [2.51157, 3.53882, -7.38213], [2.91667, 2.96750, -6.17225], [2.94156, 3.73273, -5.00883], [2.46960, 5.72301, -3.85600], [2.19846, 6.64504, -4.00852], [1.84553, 6.71928, -6.29342], [1.81713, 5.33173, -8.37722], [2.49551, 2.93710, -8.29462], [3.21938, 1.91821, -6.12187], [3.26842, 3.32525, -4.05125], [0.28459, 0.02787, 3.20767], [0.20753, -1.68520, 3.25723], [1.00184, -2.38861, 4.04881], [0.89565, -3.82881, 4.37195], [-0.03128, -4.52305, 3.40328], [-1.23420, -3.64167, 3.12918], [-0.76996, -2.36513, 2.52849], [1.71626, -1.85151, 4.52903], [0.52461, -3.91256, 5.40418], [1.90123, -4.26116, 4.35238], [-0.37164, -5.46127, 3.85943], [0.50639, -4.75549, 2.47009], [-1.76436, -3.39298, 4.06413], [-1.93627, -4.11631, 2.43752], [-1.57975, -1.74928, 2.35710]],
  "forces_ev_per_a": [[0.51, 0.95, 2.89], [-0.07, 1.21, 0.22], [-1.25, 0.06, -0.16], [1.17, 0.40, -0.38], [0.24, -0.05, 0.60], [0.13, -2.82, -1.17], [-0.35, 0.47, -2.57], [0.19, 0.50, 0.08], [0.01, -0.41, -0.19], [-0.01, -0.27, -0.01], [0.07, -0.31, 0.01], [0.18, -0.06, 0.01], [0.20, 0.16, 0.12], [0.11, 0.13, -0.15], [-0.27, -0.07, 0.09], [-0.23, 0.00, 0.10], [-0.20, 0.06, -0.10], [-0.08, -0.01, 0.68], [-0.25, 0.43, 0.05], [0.03, -0.35, -0.06], [0.22, 0.21, 0.05], [-0.22, 0.17, 0.10], [-0.10, -0.31, -0.01], [-0.07, 0.20, -0.12], [0.18, 0.18, 0.12], [0.13, -0.29, -0.05], [-0.19, 0.14, 0.16], [0.01, 0.20, -0.12], [0.24, -0.08, -0.01], [-0.20, 0.14, -0.10], [-0.26, 0.03, 0.09], [0.18, -0.13, 0.11], [-0.23, -0.18, -0.14], [-0.15, 0.17, -0.16], [0.26, 0.09, 0.07], [-0.23, 0.05, 0.18], [-0.13, -0.30, -0.09], [-0.23, -0.08, 0.05], [0.28, 0.05, 0.01], [0.19, 0.13, -0.16], [-0.21, -0.02, 0.11], [0.12, 0.17, -0.16], [0.20, -0.18, -0.16], [-0.24, -0.04, 0.18], [0.14, -0.27, -0.10], [0.22, 0.08, 0.13], [-0.15, -0.24, -0.63], [0.21, -0.69, 0.54], [0.20, -0.20, 0.33], [-0.09, 0.03, -0.05], [-0.03, 0.15, -0.09], [-0.33, 0.35, -0.19], [-0.13, 0.60, -0.06], [0.20, -0.39, 0.09], [0.04, -0.23, -0.04], [0.11, -0.12, 0.24], [0.02, 0.23, 0.35], [-0.04, 0.34, -0.16], [-0.04, 0.12, -0.26], [0.10, -0.19, -0.74], [-0.19, -0.75, 0.96], [-0.23, 0.46, -0.57], [0.18, -0.05, 0.43], [-0.04, -0.27, -0.12], [-0.12, -0.36, -0.07], [-0.22, 0.99, 0.03], [-0.11, -0.06, 0.06], [0.10, 0.12, -0.26], [-0.17, 0.14, -0.03], [0.15, 0.16, -0.24], [-0.30, -0.01, 0.23], [0.10, -0.19, -0.28], [0.14, 0.11, 0.12], [0.56, -0.25, 0.36]],
  "homo_energy_ev": [-13.706, -13.706],
  "charge": 3,
  "relative_energy_ev": 0.199,
  "orbital_gap_ha": [0.110, 0.115],
  "total_energy_ev": -81489.15673,
  "s2": 3.755,
  "spin_multiplicity": 4
}



[3]
{
  "formula": "C21H45N2P3PdS2",
  "method": "wB97M-V/def2-TZVPD",
  "symbols": ["Pd", "P", "P", "P", "H", "C", "C", "H", "C", "C", "C", "C", "C", "C", "C", "C", "C", "H", "H", "H", "H", "H", "H", "H", "H", "H", "H", "H", "H", "H", "H", "H", "H", "H", "H", "H", "H", "H", "H", "H", "H", "H", "H", "H", "H", "H", "C", "C", "C", "C", "C", "C", "S", "H", "H", "H", "H", "H", "H", "S", "C", "N", "C", "C", "C", "N", "H", "H", "H", "H", "H", "H", "H", "H"],
  "positions_angstrom": [[0.37892, 0.02726, -0.10736], [-1.60829, 1.13891, 0.50345], [-0.12545, -2.24216, -0.14186], [0.03044, 0.28861, -2.35496], [3.98076, 3.89982, -2.15098], [2.97588, 3.71976, -2.55327], [1.98965, 4.59579, -2.30285], [2.27261, 5.54251, -1.82224], [-1.89589, 1.61015, 2.23778], [-2.95519, -0.02415, 0.13299], [-2.09664, 2.66559, -0.35374], [1.47533, -3.11301, -0.23446], [-0.96459, -2.87167, 1.34554], [-1.17016, -3.02480, -1.42783], [0.24208, 1.99896, -2.94505], [-1.59862, -0.11601, -3.07084], [1.29032, -0.67389, -3.24994], [2.92731, 2.93288, -3.30591], [0.97500, 4.49797, -2.69987], [-0.98316, 2.04726, 2.66018], [-2.17900, 0.74173, 2.84480], [-2.71386, 2.34297, 2.29225], [-2.84249, -0.93074, 0.73365], [-2.93711, -0.33597, -0.91558], [-3.91267, 0.45937, 0.36410], [-1.25733, 3.37316, -0.34983], [-2.95380, 3.09446, 0.18960], [-2.38476, 2.49170, -1.39702], [1.31134, -4.19776, -0.13563], [2.12425, -2.75082, 0.57850], [1.94454, -2.88863, -1.20575], [-0.94090, -3.97209, 1.32978], [-2.00709, -2.53156, 1.38835], [-0.45012, -2.50238, 2.23477], [-1.22901, -4.10841, -1.23465], [-0.75146, -2.86418, -2.42829], [-2.18380, -2.60262, -1.37164], [-0.35907, 2.14696, -3.85739], [1.29747, 2.19751, -3.15418], [-0.10680, 2.72010, -2.19177], [-1.51556, 0.03183, -4.15526], [-2.37726, 0.55466, -2.68399], [-1.88318, -1.15666, -2.89469], [1.34309, -0.31178, -4.28521], [1.03291, -1.74130, -3.27476], [2.26338, -0.53928, -2.75287], [2.99111, 3.67190, 1.21177], [3.05116, 2.65567, 0.24082], [3.91296, 1.56067, 0.38407], [4.78375, 1.50095, 1.47513], [4.74341, 2.51379, 2.43558], [3.89660, 3.60974, 2.29353], [1.70873, 4.87127, 1.30812], [1.39727, 5.19671, 0.03642], [2.42554, 2.70168, -0.65003], [3.90956, 0.71788, -0.31929], [5.45775, 0.64093, 1.57220], [5.33695, 2.41561, 3.33810], [3.86379, 4.43200, 3.01388], [1.71528, 0.58577, 1.85068], [1.45216, -0.54606, 3.10851], [0.19914, -0.78703, 3.52652], [-0.11664, -1.75383, 4.57333], [1.01916, -1.77583, 5.55978], [2.32129, -2.06965, 4.84221], [2.49212, -1.14542, 3.71794], [-0.54995, -0.29674, 3.03031], [-0.25711, -2.74770, 4.12903], [-1.06132, -1.44170, 5.01665], [0.81309, -2.52642, 6.32403], [1.09142, -0.81544, 6.07577], [2.30699, -3.09520, 4.45311], [3.16861, -1.98290, 5.52568], [3.42183, -0.98106, 3.32914]],
  "forces_ev_per_a": [[0.35, 0.30, 0.21], [-1.48, -0.22, -0.03], [-0.81, -1.66, -0.01], [-0.32, 0.39, -1.45], [-0.34, 0.04, -0.29], [0.25, 1.09, -0.34], [0.68, -0.05, -0.41], [-0.34, -0.38, 0.06], [0.34, -0.10, 0.27], [-0.10, -0.01, 0.05], [0.29, 0.21, -0.24], [0.02, 0.34, 0.03], [0.21, 0.09, 0.26], [0.15, 0.31, -0.09], [-0.15, 0.20, 0.10], [0.11, -0.25, -0.03], [-0.06, -0.11, -0.05], [-0.12, -0.05, 0.44], [0.49, 0.22, -0.02], [-0.23, 0.11, 0.05], [-0.10, 0.15, -0.11], [0.24, -0.23, 0.04], [-0.17, 0.31, 0.03], [-0.08, 0.22, 0.24], [0.07, -0.21, -0.08], [-0.31, 0.01, 0.07], [0.28, -0.09, -0.26], [0.05, -0.03, 0.25], [0.09, 0.32, -0.05], [-0.09, -0.25, -0.29], [-0.06, -0.19, 0.37], [-0.05, 0.30, 0.01], [0.29, -0.25, -0.07], [-0.15, -0.32, -0.31], [0.10, 0.35, 0.01], [-0.18, -0.17, 0.22], [0.27, -0.23, -0.06], [0.28, -0.10, 0.22], [-0.49, -0.17, 0.03], [0.12, -0.32, -0.29], [-0.05, 0.01, 0.16], [0.27, -0.14, -0.20], [-0.03, 0.35, -0.08], [0.06, -0.09, 0.17], [0.13, 0.27, 0.02], [-0.26, -0.07, -0.29], [-0.49, 0.47, -0.33], [-0.09, -0.78, -1.13], [-0.20, 0.03, -0.24], [0.07, -0.17, 0.15], [-0.13, 0.54, 0.43], [-0.07, -0.10, 0.78], [1.13, -0.27, 0.67], [0.20, -0.60, -0.36], [-0.08, -0.01, 0.48], [0.02, 0.67, -0.02], [-0.18, 0.45, 0.08], [0.21, 0.26, -0.19], [0.24, -0.43, 0.03], [-0.06, 1.09, -0.12], [0.08, -2.09, 2.25], [0.84, 0.88, -1.34], [-0.36, -0.15, 0.30], [0.07, 0.23, 0.48], [-0.09, -0.86, 0.43], [-0.75, 1.04, -1.29], [0.47, -0.34, 0.40], [-0.02, 0.18, 0.09], [0.07, -0.07, 0.12], [0.19, -0.03, -0.09], [-0.06, -0.01, 0.00], [0.15, 0.14, 0.04], [-0.01, 0.13, -0.23], [-0.38, -0.07, 0.35]],
  "homo_energy_ev": [-19.002, -20.270],
  "charge": 4,
  "relative_energy_ev": 0.345,
  "orbital_gap_ha": [0.286, 0.166],
  "total_energy_ev": -78461.97616,
  "s2": 6.032,
  "spin_multiplicity": 5
}



- Number 3 is which compound?
  C21H45N2P3PdS2